Entry 1:
Entry from the Open Molecules 2025 dataset: C4H5CuO2 as an isolated structure in a non-equilibrium geometry (the ωB97M-V functional and the def2-TZVPD basis).

Its total energy is -52950.465 eV. The calculation puts the HOMO energy (alpha / beta) at -13.275 / -14.382 eV. As for the frontier orbital gap (alpha / beta): 0.293 / 0.302 Eh.

Structure (ORCA input):
```
! RIJCOSX wB97M-V def2-TZVPD def2/J DEFGRID3
* xyz 1 2
Cu -0.479 0.500 3.758
O -0.689 -0.531 -2.389
O -0.342 -0.363 2.274
C 0.379 0.466 1.532
C 0.139 -0.785 -1.274
C -0.198 1.500 0.095
C 0.064 0.333 -0.320
H -0.631 -1.274 -2.996
H 1.481 0.348 1.538
H 1.192 -0.919 -1.577
H -0.167 -1.707 -0.748
H -0.748 2.431 0.108
*
```

Atomic partial charges in e from the Löwdin method, atoms 1 to 6:
1. Cu 0.78
2. O -0.02
3. O -0.19
4. C -0.16
5. C -0.21
6. C 0.19

---

Entry 2:
Entry from the Open Molecules 2025 dataset: C42H53BiF12N6O5S2 as an isolated structure in a non-equilibrium geometry (the ωB97M-V functional and the def2-TZVPD basis).

Its total energy is -123712.836 eV. The calculation puts the HOMO energy at -7.528 eV. As for the frontier orbital gap: 0.229 Eh.

Structure (ORCA input):
```
! RIJCOSX wB97M-V def2-TZVPD def2/J DEFGRID3
* xyz 0 1
Bi -0.039 -0.110 -0.990
S 3.762 -0.828 0.090
S 2.710 -2.397 -1.836
F 5.306 0.396 -2.949
F 4.479 0.725 -4.919
F 2.520 4.180 -3.646
F 4.465 -3.635 -3.270
F 4.387 4.032 -4.714
F 3.628 -2.921 1.722
F 5.289 -1.592 2.091
F 5.343 -2.941 0.401
F 2.465 -3.612 -4.096
F 3.716 -1.843 -4.211
F 2.729 2.748 -5.245
F 6.028 2.025 -4.161
O 2.650 -3.624 -1.084
O 2.762 1.501 -2.769
O 2.409 -0.760 0.616
O 1.387 -1.798 -2.105
O 4.619 0.300 0.230
N -0.740 3.220 -1.025
N 0.334 0.904 -3.621
N 3.793 -1.378 -1.380
N -1.767 0.455 0.691
N 0.793 2.344 1.529
N -0.283 -1.727 0.787
C -3.611 1.772 1.407
C 3.390 -2.882 -3.480
C -1.836 -0.990 -2.095
C -2.672 1.406 0.469
C -0.732 -1.179 -4.400
C 0.398 -2.451 -6.134
C 4.912 1.347 -3.804
C -2.719 0.110 2.840
C -4.286 -1.629 -3.323
C -3.155 -1.383 -4.079
C -0.072 -3.349 3.057
C -4.222 3.008 4.152
C 4.560 -2.161 1.134
C 1.420 -1.507 -6.141
C -4.186 -1.640 -1.942
C -2.976 -1.308 -1.351
C 0.119 -4.216 4.292
C 0.400 -2.871 0.755
C 1.618 -4.242 4.631
C -0.827 -2.180 3.059
C -6.037 1.588 3.157
C 0.520 -3.699 1.850
C -1.814 -0.218 1.839
C 2.211 2.106 1.790
C 0.463 3.482 -1.815
C 4.489 2.981 -1.980
C 0.614 3.707 1.032
C -1.876 3.756 -1.778
C -4.611 1.584 3.726
C -0.651 -3.681 5.498
C 3.379 3.294 -4.204
C 0.296 -0.236 -4.419
C 0.041 2.160 2.760
C -0.667 3.932 0.255
C -0.366 -5.639 3.987
C -0.658 -2.279 -5.262
C 3.820 2.240 -3.153
C -0.927 -1.403 1.917
C -1.909 -1.118 -3.497
C -4.574 0.673 4.953
C 1.373 -0.422 -5.294
C -3.633 1.138 2.650
H -0.738 5.017 0.064
H -6.309 0.605 2.770
H -1.424 -5.645 3.716
H 0.195 -6.094 3.172
H 3.743 3.626 -1.515
H -3.597 0.688 5.440
H -1.337 -1.871 3.956
H 5.346 3.585 -2.280
H 1.111 -4.598 1.743
H 2.167 0.313 -5.284
H 0.436 -3.316 -6.783
H -1.727 -3.653 5.314
H -2.785 3.749 -1.171
H 1.787 -4.887 5.494
H -6.154 2.315 2.354
H -1.022 2.355 2.599
H 0.741 4.544 -1.769
H 1.324 1.154 -3.311
H -1.696 4.798 -2.079
H 1.982 -3.242 4.873
H -1.445 -3.022 -5.220
H 1.468 3.957 0.405
H 2.348 1.102 2.184
H -0.317 -2.680 5.782
H 0.632 4.428 1.868
H -4.247 3.699 3.308
H 4.802 2.234 -1.252
H -4.824 -0.359 4.699
H 2.783 2.181 0.867
H -4.315 2.555 1.161
H 2.213 -4.623 3.801
H 0.262 3.245 -2.855
H -2.632 1.873 -0.501
H 0.394 2.837 3.556
H 0.881 -3.136 -0.170
H -4.920 3.373 4.908
H -1.538 3.669 0.864
H -5.039 -1.892 -1.324
H -3.210 -1.421 -5.159
H 2.611 2.830 2.519
H -0.511 1.207 -3.165
H 0.157 1.134 3.117
H -6.744 1.852 3.945
H -5.306 1.022 5.682
H -2.722 -0.449 3.760
H -0.481 -4.336 6.353
H -5.229 -1.839 -3.813
H -3.217 3.028 4.578
H 1.309 2.870 -1.507
H -2.048 3.169 -2.681
H 2.268 -1.624 -6.805
H -0.237 -6.266 4.871
H -2.941 -1.328 -0.273
*
```

Atomic partial charges in e from the Löwdin method, atoms 1 to 6:
1. Bi 1.96
2. S 0.60
3. S 0.64
4. F 0.14
5. F 0.13
6. F 0.12

---

Entry 3:
Entry from the Open Molecules 2025 dataset: C18H15I2N3O2RuS as an isolated structure in a non-equilibrium geometry (the ωB97M-V functional and the def2-TZVPD basis).

Its total energy is -57085.678 eV. The calculation puts the HOMO energy (alpha / beta) at -10.700 / -10.685 eV. As for the frontier orbital gap (alpha / beta): 0.258 / 0.246 Eh.

Structure (ORCA input):
```
! RIJCOSX wB97M-V def2-TZVPD def2/J DEFGRID3
* xyz 1 2
I 2.083 -1.726 -2.327
I 4.781 3.585 -3.581
Ru -0.086 -0.715 -0.604
S -0.576 -2.990 -0.182
O 1.674 -0.165 0.241
O -0.474 -0.752 1.429
N 0.179 -1.780 1.993
N -2.141 -0.134 -0.964
N -0.268 1.696 -0.418
C 0.867 2.404 0.230
C 0.958 -3.996 1.897
C -3.031 -0.982 -1.502
C -4.825 0.506 -1.042
C 2.785 0.182 -1.848
C 3.526 0.978 -2.699
C 0.258 -2.939 1.330
C -2.575 1.013 -0.422
C 1.541 -3.843 3.139
C 3.595 2.339 -2.415
C 2.062 2.030 -0.591
C 0.715 -1.607 3.211
C 2.771 2.875 -1.432
C 2.205 0.649 -0.669
C 1.404 -2.630 3.812
C -3.911 1.371 -0.467
C -4.379 -0.700 -1.559
C -1.545 1.841 0.273
H -4.225 2.318 -0.051
H 0.937 2.021 1.248
H 1.834 -2.471 4.789
H 2.653 3.948 -1.349
H -0.350 2.039 -1.373
H 4.001 0.567 -3.578
H -1.870 2.882 0.351
H -2.637 -1.907 -1.898
H -1.416 1.449 1.286
H 2.098 -4.655 3.585
H 0.719 3.486 0.261
H 0.567 -0.629 3.641
H 1.028 -4.919 1.340
H -5.060 -1.412 -2.002
H -5.873 0.772 -1.087
*
```

Atomic partial charges in e from the natural (NBO) method, atoms 1 to 6:
1. I 0.31
2. I 0.20
3. Ru 0.96
4. S -0.02
5. O -0.66
6. O -0.53

---

Entry 4:
Entry from the Open Molecules 2025 dataset: C4H7F as an isolated structure in a non-equilibrium geometry (the ωB97M-V functional and the def2-TZVPD basis).

Its total energy is -6976.108 eV. The calculation puts the HOMO energy at -9.326 eV. As for the frontier orbital gap: 0.382 Eh.

Structure (ORCA input):
```
! RIJCOSX wB97M-V def2-TZVPD def2/J DEFGRID3
* xyz 0 1
F 1.426 -0.817 1.363
C -1.060 -0.280 0.177
C -0.896 -0.686 -1.254
C 0.744 0.142 0.826
C 1.443 1.287 0.836
H -0.737 -0.008 -2.050
H -1.593 -1.415 -1.582
H -1.465 -1.040 0.851
H 0.065 -1.267 -1.175
H 1.162 2.237 0.465
H 2.516 1.137 1.176
H -1.605 0.710 0.366
*
```

Atomic partial charges in e from the natural (NBO) method, atoms 1 to 6:
1. F -0.34
2. C -0.37
3. C -0.65
4. C 0.41
5. C -0.56
6. H 0.22

---

One value per record, in order, for relative energy (zero: lowest compared OMol25 entry of this formula, charge and spin): 33.3, 43.7, 20.1, 48.1 kcal/mol.